Here is 16 unconnected molecules or ions with the total composition C48H96O48 at a distorted geometry from the OMol25 dataset. Energies are from ωB97M-V/def2-TZVPD.

Summary:
Largest force on an atom: 5.79 eV/Å
Kohn-Sham gap: 10.511 eV
Molar mass: 1441.25 g/mol

Last columns: bonded neighbours and bond lengths (Å).
Geometry (Å):
1 C 4.64766 -4.55647 2.27356  O2 1.426, H7 1.090, H8 1.090, H9 1.090
2 O 4.13186 -3.78740 1.18896  C1 1.426, C3 1.309
3 C 4.67561 -2.63907 0.87321  O2 1.309, O4 1.233, O5 1.352
4 O 5.56605 -2.10182 1.53481  C3 1.233
5 O 4.02999 -2.14187 -0.20616  C3 1.352, C6 1.408
6 C 4.39709 -0.87531 -0.69948  O5 1.408, H10 1.090, H11 1.090, H12 1.090
7 H 5.20052 -3.96428 3.00278  C1 1.090
8 H 5.22351 -5.43001 1.96792  C1 1.090
9 H 3.78948 -4.93901 2.82608  C1 1.090
10 H 3.69786 -0.67280 -1.51075  C6 1.090
11 H 5.44635 -0.96507 -0.98074  C6 1.090
12 H 4.22206 -0.06767 0.01128  C6 1.090
13 C 2.85399 1.83324 1.41186  O14 1.443, H19 1.090, H20 1.090, H21 1.090
14 O 2.04550 1.60251 0.23910  C13 1.443, C15 1.359
15 C 1.14319 0.58669 0.23573  O14 1.359, O16 1.247, O17 1.312
16 O 0.84547 -0.16564 1.18500  C15 1.247
17 O 0.66179 0.57491 -0.98483  C15 1.312, C18 1.418
18 C -0.30018 -0.41983 -1.29236  O17 1.418, H22 1.090, H23 1.090, H24 1.090
19 H 3.61601 2.56003 1.13042  C13 1.090
20 H 3.23365 0.90267 1.83377  C13 1.090
21 H 2.30204 2.31641 2.21808  C13 1.090
22 H -1.12253 0.02361 -0.73093  C18 1.090
23 H 0.09914 -1.40560 -1.05382  C18 1.090
24 H -0.60007 -0.57867 -2.32818  C18 1.090
25 C -0.84148 3.95958 -0.17723  O26 1.347, H31 1.090, H32 1.090, H33 1.090
26 O 0.03827 4.11151 0.83099  C25 1.347, C27 1.309
27 C -0.21171 4.98296 1.77505  O26 1.309, O28 1.229, O29 1.337
28 O -1.16360 5.76017 1.80498  C27 1.229
29 O 0.72810 4.85362 2.71783  C27 1.337, C30 1.434
30 C 0.72852 5.66946 3.89732  O29 1.434, H34 1.090, H35 1.090, H36 1.090
31 H -0.43336 3.23502 -0.88188  C25 1.090
32 H -1.01381 4.82789 -0.81319  C25 1.090
33 H -1.80017 3.55580 0.14833  C25 1.090
34 H 1.24202 5.09787 4.67044  C30 1.090
35 H -0.21042 6.07141 4.27801  C30 1.090
36 H 1.22447 6.60869 3.65244  C30 1.090
37 C 0.78672 -3.26794 2.01783  O38 1.420, H43 1.090, H44 1.090, H45 1.090
38 O 0.88423 -4.17371 3.10765  C37 1.420, C39 1.336
39 C -0.18168 -4.87725 3.49954  O38 1.336, O40 1.223, O41 1.334
40 O -1.17263 -5.10252 2.81910  C39 1.223
41 O 0.12058 -5.58277 4.59016  C39 1.334, C42 1.459
42 C -0.69117 -6.74052 4.94799  O41 1.459, H46 1.090, H47 1.090, H48 1.090
43 H 1.55394 -2.49375 2.02844  C37 1.090
44 H -0.06615 -2.59459 1.93231  C37 1.090
45 H 0.91483 -3.84550 1.10235  C37 1.090
46 H -1.70927 -6.57165 4.59719  C42 1.090
47 H -0.71246 -6.93318 6.02062  C42 1.090
48 H -0.32890 -7.62511 4.42418  C42 1.090
49 C -3.34682 -0.91972 -4.19695  O50 1.408, H55 1.090, H56 1.090, H57 1.090
50 O -3.29254 -2.23034 -4.70884  C49 1.408, C51 1.235
51 C -4.15070 -3.09331 -4.49795  O50 1.235, O52 1.201, O53 1.323
52 O -5.09664 -2.91840 -3.77895  C51 1.201
53 O -3.97445 -4.13693 -5.29193  C51 1.323, C54 1.414
54 C -5.00579 -5.08706 -5.47423  O53 1.414, H58 1.090, H59 1.090, H60 1.090
55 H -4.28243 -0.47825 -4.54023  C49 1.090
56 H -2.53743 -0.37960 -4.68815  C49 1.090
57 H -3.20847 -0.69344 -3.13970  C49 1.090
58 H -4.92826 -5.62402 -6.41962  C54 1.090
59 H -5.92059 -4.50265 -5.57271  C54 1.090
60 H -5.11234 -5.85903 -4.71212  C54 1.090
61 C 0.89155 3.16077 -5.61834  O62 1.367, H67 1.090, H68 1.090, H69 1.090
62 O 0.29791 2.29988 -6.49901  C61 1.367, C63 1.370
63 C -0.24096 1.08557 -6.16561  O62 1.370, O64 1.216, O65 1.299
64 O -0.37396 0.68453 -5.02522  C63 1.216
65 O -0.58688 0.45601 -7.24737  C63 1.299, C66 1.389
66 C -1.25507 -0.75493 -7.11638  O65 1.389, H70 1.090, H71 1.090, H72 1.090
67 H 1.45142 3.84542 -6.25544  C61 1.090
68 H 1.63564 2.69062 -4.97538  C61 1.090
69 H 0.21593 3.75555 -5.00363  C61 1.090
70 H -1.02716 -1.42171 -7.94798  C66 1.090
71 H -2.32213 -0.55528 -7.01828  C66 1.090
72 H -0.91871 -1.27152 -6.21744  C66 1.090
73 C 4.16834 5.57589 2.26913  O74 1.371, H79 1.090, H80 1.090, H81 1.090
74 O 4.90328 6.23803 1.31996  C73 1.371, C75 1.354
75 C 5.82289 5.51909 0.63327  O74 1.354, O76 1.286, O77 1.396
76 O 5.92360 4.23805 0.69406  C75 1.286
77 O 6.56080 6.44524 -0.10627  C75 1.396, C78 1.427
78 C 7.58627 5.99664 -0.99097  O77 1.427, H82 1.090, H83 1.090, H84 1.090
79 H 3.57312 6.38233 2.69747  C73 1.090
80 H 4.60856 5.04059 3.11040  C73 1.090
81 H 3.45742 4.95836 1.72017  C73 1.090
82 H 8.37603 6.73816 -1.11152  C78 1.090
83 H 7.18731 5.89777 -2.00050  C78 1.090
84 H 8.25984 5.18804 -0.70713  C78 1.090
85 C -4.04245 -8.54424 -1.31580  O86 1.423, H91 1.090, H92 1.090, H93 1.090
86 O -3.79032 -7.14479 -1.26178  C85 1.423, C87 1.375
87 C -2.58901 -6.65863 -1.72130  O86 1.375, O88 1.227, O89 1.328
88 O -1.70731 -7.30972 -2.27365  C87 1.227
89 O -2.54189 -5.34653 -1.52497  C87 1.328, C90 1.424
90 C -1.70082 -4.46069 -2.25694  O89 1.424, H94 1.090, H95 1.090, H96 1.090
91 H -5.10891 -8.76076 -1.37812  C85 1.090
92 H -3.57277 -9.03074 -0.46092  C85 1.090
93 H -3.64112 -8.86648 -2.27664  C85 1.090
94 H -1.80867 -3.40374 -2.01334  C90 1.090
95 H -1.87289 -4.62114 -3.32125  C90 1.090
96 H -0.65779 -4.65323 -2.00573  C90 1.090
97 C 6.52900 1.12858 2.76189  O98 1.454, H103 1.090, H104 1.090, H105 1.090
98 O 6.25229 1.39809 4.16345  C97 1.454, C99 1.326
99 C 5.11471 1.88384 4.64156  O98 1.326, O100 1.246, O101 1.316
100 O 4.00788 1.90179 4.06864  C99 1.246
101 O 5.43092 2.40905 5.80634  C99 1.316, C102 1.430
102 C 4.49718 3.31292 6.40189  O101 1.430, H106 1.090, H107 1.090, H108 1.090
103 H 5.84270 0.33422 2.46851  C97 1.090
104 H 7.55990 0.78807 2.66492  C97 1.090
105 H 6.52746 1.98200 2.08382  C97 1.090
106 H 4.91104 3.59472 7.37010  C102 1.090
107 H 3.49301 2.89882 6.31110  C102 1.090
108 H 4.44540 4.16443 5.72340  C102 1.090
109 C -5.52074 -0.67167 -1.55540  O110 1.415, H115 1.090, H116 1.090, H117 1.090
110 O -5.38716 -1.80927 -0.72483  C109 1.415, C111 1.316
111 C -4.15549 -2.18042 -0.44534  O110 1.316, O112 1.235, O113 1.332
112 O -3.10859 -1.69818 -0.88817  C111 1.235
113 O -4.24942 -3.16239 0.45007  C111 1.332, C114 1.383
114 C -3.10926 -3.79349 0.91233  O113 1.383, H118 1.090, H119 1.090, H120 1.090
115 H -5.78879 -0.92956 -2.57997  C109 1.090
116 H -4.65899 -0.03312 -1.74965  C109 1.090
117 H -6.25867 0.05436 -1.21416  C109 1.090
118 H -3.40873 -4.81477 0.67692  C114 1.090
119 H -2.95778 -3.54865 1.96361  C114 1.090
120 H -2.25880 -3.60267 0.25780  C114 1.090
121 C -4.13881 3.63154 4.93194  O122 1.422, H127 1.090, H128 1.090, H129 1.090
122 O -3.03515 3.34097 4.08448  C121 1.422, C123 1.319
123 C -2.26043 2.31452 4.37876  O122 1.319, O124 1.245, O125 1.325
124 O -2.52428 1.50440 5.28724  C123 1.245
125 O -1.10991 2.47258 3.74087  C123 1.325, C126 1.488
126 C -0.00466 1.51065 3.99949  O125 1.488, H130 1.090, H131 1.090, H132 1.090
127 H -3.71724 4.11968 5.81063  C121 1.090
128 H -4.71180 2.73375 5.16383  C121 1.090
129 H -4.74978 4.27978 4.30376  C121 1.090
130 H 0.83388 1.96287 3.46993  C126 1.090
131 H -0.21141 0.54375 3.54073  C126 1.090
132 H 0.13723 1.41871 5.07630  C126 1.090
133 C 2.22263 3.61424 -2.48629  O134 1.485, H139 1.090, H140 1.090, H141 1.090
134 O 1.23418 4.72000 -2.56707  C133 1.485, C135 1.349
135 C 1.65120 6.00069 -2.49281  O134 1.349, O136 1.228, O137 1.264
136 O 0.87951 6.87477 -2.10701  C135 1.228
137 O 2.74287 6.26127 -3.07385  C135 1.264, C138 1.370
138 C 3.38824 7.46800 -3.01534  O137 1.370, H142 1.090, H143 1.090, H144 1.090
139 H 2.74286 3.62571 -1.52852  C133 1.090
140 H 2.95919 3.70589 -3.28453  C133 1.090
141 H 1.76092 2.62957 -2.55938  C133 1.090
142 H 2.93279 8.28578 -3.57382  C138 1.090
143 H 4.36972 7.33285 -3.46979  C138 1.090
144 H 3.49111 7.81838 -1.98833  C138 1.090
145 C 2.96617 -5.09093 6.90976  O146 1.414, H151 1.090, H152 1.090, H153 1.090
146 O 2.65387 -4.02895 6.02948  C145 1.414, C147 1.320
147 C 3.43153 -2.98254 5.82052  O146 1.320, O148 1.183, O149 1.282
148 O 4.41232 -2.65256 6.39363  C147 1.183
149 O 2.89223 -2.32818 4.85935  C147 1.282, C150 1.412
150 C 3.37354 -1.02318 4.61351  O149 1.412, H154 1.090, H155 1.090, H156 1.090
151 H 2.68783 -4.94510 7.95349  C145 1.090
152 H 4.03711 -5.29384 6.91136  C145 1.090
153 H 2.43791 -5.96163 6.52125  C145 1.090
154 H 4.40492 -1.08628 4.26656  C150 1.090
155 H 3.20029 -0.29171 5.40283  C150 1.090
156 H 2.74174 -0.54231 3.86673  C150 1.090
157 C 1.58956 -2.37631 -4.30524  O158 1.420, H163 1.090, H164 1.090, H165 1.090
158 O 0.43145 -2.87475 -4.95892  C157 1.420, C159 1.366
159 C 0.38253 -4.08742 -5.58682  O158 1.366, O160 1.215, O161 1.346
160 O 1.23892 -4.94035 -5.45836  C159 1.215
161 O -0.65340 -4.08936 -6.44573  C159 1.346, C162 1.393
162 C -0.80643 -5.12831 -7.36064  O161 1.393, H166 1.090, H167 1.090, H168 1.090
163 H 1.72594 -1.30667 -4.46452  C157 1.090
164 H 2.45870 -2.75176 -4.84537  C157 1.090
165 H 1.56970 -2.39713 -3.21562  C157 1.090
166 H -0.93818 -6.04580 -6.78709  C162 1.090
167 H 0.06409 -5.38706 -7.96343  C162 1.090
168 H -1.66591 -4.93429 -8.00232  C162 1.090
169 C -7.41007 0.69978 3.56742  O170 1.409, H175 1.090, H176 1.090, H177 1.090
170 O -6.24653 0.15745 2.98556  C169 1.409, C171 1.359
171 C -5.36414 0.89551 2.26223  O170 1.359, O172 1.241, O173 1.316
172 O -5.73458 1.93885 1.70134  C171 1.241
173 O -4.22783 0.23461 2.20215  C171 1.316, C174 1.445
174 C -3.10014 0.80526 1.50130  O173 1.445, H178 1.090, H179 1.090, H180 1.090
175 H -7.97295 1.14595 2.74754  C169 1.090
176 H -7.00581 1.40325 4.29529  C169 1.090
177 H -7.98638 -0.09781 4.03625  C169 1.090
178 H -2.22677 0.15310 1.49794  C174 1.090
179 H -2.93571 1.81140 1.88698  C174 1.090
180 H -3.33447 1.01185 0.45703  C174 1.090
181 C -6.47630 3.14053 -1.58682  O182 1.424, H187 1.090, H188 1.090, H189 1.090
182 O -5.07907 2.89273 -1.46837  C181 1.424, C183 1.345
183 C -4.34245 2.67421 -2.57255  O182 1.345, O184 1.257, O185 1.365
184 O -4.73846 2.56763 -3.76077  C183 1.257
185 O -3.05806 2.47417 -2.15687  C183 1.365, C186 1.386
186 C -2.03063 2.40859 -3.08511  O185 1.386, H190 1.090, H191 1.090, H192 1.090
187 H -7.03204 2.87108 -0.68868  C181 1.090
188 H -6.89438 2.39655 -2.26490  C181 1.090
189 H -6.72216 4.17992 -1.80431  C181 1.090
190 H -1.76409 3.37373 -3.51588  C186 1.090
191 H -2.19135 1.58896 -3.78545  C186 1.090
192 H -1.18911 1.95831 -2.55861  C186 1.090